# C5H6N

The ion C5H6N with charge +1 in a non-equilibrium geometry (ωB97M-V/def2-TZVPD, the Open Molecules 2025 dataset).

Positions of all 12 atoms, in Å:
C 0.84 -2.55 1.50
C 0.39 -1.40 1.28
C 0.77 -0.01 1.11
C -0.59 -0.38 0.84
C -0.36 1.09 -1.27
N 0.02 -0.04 -0.45
H 1.68 0.51 1.27
H -1.63 -0.27 1.13
H 0.28 1.16 -2.14
H -1.30 0.73 -1.67
H -0.60 2.03 -0.62
H 0.49 -0.88 -0.97

Output
* HOMO-LUMO gap: 9.775 eV
* E_tot: -6756.9501 eV
* ΔE to the lowest compared entry with this formula, charge and spin: 8.2274 eV
* lowest unoccupied orbital energy: -5.51 eV
* charge: +1

# C38H48AsN9OS2TeTi

A structure of composition C38H48AsN9OS2TeTi in a non-equilibrium geometry (ωB97M-V/def2-TZVPD, the Open Molecules 2025 dataset).

Positions of all 101 atoms, in Å:
Ti 0.94 0.80 -0.93
C 0.88 2.36 -4.93
C 0.79 1.50 -3.71
N 1.26 1.93 -2.52
N 1.80 3.19 -2.43
C 2.42 3.54 -1.30
N 2.94 4.76 -1.21
S 2.58 2.42 -0.02
C 0.22 0.20 -3.66
C -0.27 -0.51 -4.77
C -0.76 -1.79 -4.61
C -0.78 -2.36 -3.33
C -0.30 -1.62 -2.28
N 0.19 -0.38 -2.42
H 1.91 2.70 -5.08
H 0.24 3.24 -4.81
H 0.56 1.83 -5.82
H 1.54 3.89 -3.11
H 2.81 5.46 -1.93
H 3.44 5.02 -0.38
H -0.25 -0.07 -5.76
H -1.12 -2.35 -5.46
H -1.15 -3.36 -3.17
H -0.29 -2.03 -1.27
C 2.61 -10.35 6.56
O 3.41 -9.91 5.47
C 3.11 -8.76 4.87
C 2.02 -7.95 5.21
C 1.81 -6.76 4.55
C 2.67 -6.34 3.53
C 3.74 -7.17 3.18
C 3.96 -8.35 3.84
C 2.48 -5.08 2.83
N 3.00 -4.77 1.66
C 2.54 -3.53 1.37
C 1.72 -3.06 2.38
N 1.69 -4.06 3.31
C 1.05 -1.80 2.34
C 0.25 -1.25 3.35
C -0.35 -0.03 3.14
C -0.18 0.62 1.92
N 0.58 0.12 0.94
C 1.24 -1.05 1.16
C 2.16 -1.48 0.14
N 2.35 -0.62 -0.89
C 3.22 -0.96 -1.84
C 3.91 -2.16 -1.83
C 3.70 -3.06 -0.81
C 2.82 -2.72 0.22
H 3.08 -11.26 6.92
H 1.59 -10.58 6.24
H 2.59 -9.61 7.36
H 1.32 -8.26 5.98
H 0.95 -6.16 4.82
H 4.41 -6.85 2.39
H 4.80 -8.99 3.59
H 1.23 -4.06 4.20
H 0.12 -1.77 4.29
H -0.95 0.43 3.91
H -0.66 1.57 1.72
H 3.37 -0.24 -2.64
H 4.60 -2.38 -2.63
H 4.20 -4.02 -0.78
C -4.29 1.15 -1.85
C -3.52 0.86 -0.55
C -3.59 -0.64 -0.19
C -4.04 1.74 0.60
C -2.12 1.19 -0.75
N -1.01 1.47 -0.87
H -5.35 0.96 -1.69
H -3.94 0.52 -2.66
H -4.16 2.19 -2.14
H -4.62 -0.91 0.02
H -2.98 -0.85 0.70
H -3.23 -1.25 -1.01
H -5.11 1.59 0.71
H -3.84 2.79 0.39
H -3.55 1.48 1.54
C -2.37 7.49 -2.72
As -3.03 5.68 -2.58
C -4.22 5.45 -4.08
C -4.21 5.64 -1.05
S -1.49 4.26 -2.59
H -3.21 8.18 -2.71
H -1.82 7.60 -3.65
H -1.70 7.71 -1.89
H -4.94 6.27 -4.09
H -4.75 4.50 -3.98
H -3.66 5.44 -5.01
H -4.82 6.54 -1.06
H -3.64 5.59 -0.12
H -4.85 4.76 -1.13
C -1.19 6.18 1.28
Te -0.19 4.37 0.68
C 0.80 4.24 2.59
H -1.92 5.98 2.07
H -1.68 6.61 0.41
H -0.45 6.89 1.64
H 1.59 4.98 2.66
H 1.23 3.24 2.70
H 0.07 4.42 3.37

Output
* HOMO-LUMO gap (spin up / spin down): 5.841 / 5.991 eV
* E_tot: -168552.5850 eV
* ΔE to the lowest compared entry with this formula, charge and spin: 1.2189 eV
* lowest unoccupied orbital energy (spin up / spin down): -5.18 / -5.55 eV
* 2S+1: 3
* charge: +2

# C8H24O8

A cluster of 4 separate species, C8H24O8 in total in a non-equilibrium geometry (ωB97M-V/def2-TZVPD, the Open Molecules 2025 dataset).

Positions of all 40 atoms, in Å:
O 3.43 0.44 -6.14
C 3.05 -0.63 -5.26
C 3.21 -0.07 -3.87
O 4.58 0.25 -3.62
H 3.16 0.26 -7.04
H 2.00 -0.88 -5.45
H 3.65 -1.53 -5.42
H 2.88 -0.84 -3.16
H 2.59 0.82 -3.76
H 4.79 0.94 -4.24
O 1.81 0.08 5.09
C 1.84 -0.58 3.84
C 1.26 -1.96 4.06
O -0.11 -1.86 4.50
H 2.28 0.91 5.02
H 1.16 -0.06 3.15
H 2.82 -0.66 3.37
H 1.82 -2.41 4.89
H 1.30 -2.54 3.15
H -0.11 -1.10 5.10
O 0.57 0.64 -1.55
C 0.86 -0.45 -0.71
C -0.20 -0.67 0.35
O -1.46 -0.84 -0.30
H -0.37 0.64 -1.76
H 1.03 -1.37 -1.28
H 1.82 -0.21 -0.24
H -0.23 0.15 1.06
H 0.04 -1.60 0.88
H -2.02 -0.10 -0.02
O -6.49 2.03 0.62
C -5.17 2.14 1.10
C -4.29 1.00 0.62
O -2.92 1.28 0.84
H -6.85 1.17 0.88
H -4.79 3.07 0.66
H -5.11 2.26 2.19
H -4.45 0.83 -0.44
H -4.60 0.07 1.13
H -2.77 1.41 1.78

Output
* SMILES: OCCO.OCCO.OCCO.OCCO
* HOMO-LUMO gap: 10.317 eV
* E_tot: -25062.9699 eV
* ΔE to the lowest compared entry with this formula, charge and spin: 0.5364 eV
* lowest unoccupied orbital energy: 0.37 eV